# 1
Below is the molecule C14H23N4O3P at a distorted geometry, with properties calculated with ωB97M-V/def2-TZVPD.

XYZ file:
```
45
Properties=species:S:1:pos:R:3:forces:R:3
O -0.93291 -1.16346 -2.46353 0.0188 0.3000 -0.3189
O -0.45222 3.65075 2.08814 0.5833 -0.2908 -0.4348
O -2.14979 -3.69645 2.45885 -0.0550 -0.2014 -0.7414
C 3.54243 1.68202 -3.17963 0.2053 0.3292 0.7966
C 3.74738 0.88747 -2.05211 -1.5720 -1.1377 -0.1565
C 2.25914 1.85126 -3.71383 0.2749 -0.6459 0.5573
C 2.62924 0.16446 -1.52448 0.8500 0.4443 -0.4968
C 1.19161 1.10540 -3.20359 0.1867 0.3739 -0.3730
C 1.35129 0.25581 -2.10722 1.1556 0.1287 1.0339
N -0.81600 1.61441 0.18515 0.7548 1.1981 -1.3458
N -0.32923 -2.60041 0.58708 0.3042 -1.1620 -1.1123
N -1.14055 0.38071 -0.47813 0.1531 -0.7100 -0.2275
N 0.46952 -1.90804 -0.40070 0.0637 0.7302 0.5614
C 0.68305 3.08013 1.36469 -0.6935 -0.2160 1.1729
C -1.63978 3.65845 1.29538 0.2239 0.0595 -0.6238
C -1.04170 -2.92302 2.91526 0.6028 -0.5391 -1.2465
C -1.91188 -4.38949 1.19261 0.8041 1.3255 0.5035
C 0.43324 1.64854 0.95700 -1.0499 0.0119 -0.2082
C -1.96910 2.24587 0.81715 0.5409 -0.0604 0.3361
C -0.53323 -1.92439 1.85367 -1.0115 0.1461 -0.2364
C -1.51549 -3.36751 0.08730 0.0745 1.0313 1.3054
P -0.07279 -0.61501 -1.38511 -1.9803 -0.7536 -0.4516
H 4.42073 2.22305 -3.53572 -0.4490 -0.0123 -0.2796
H 4.75071 0.73814 -1.65294 -0.3538 0.1103 0.0295
H 2.09780 2.55488 -4.51633 -0.0439 -0.1055 -0.1649
H 2.76904 -0.50923 -0.68160 0.0131 0.1923 -0.0403
H 0.24397 1.19332 -3.70903 -0.3149 -0.0430 0.1512
H -1.92348 0.50757 -1.15558 0.8494 0.1544 0.7578
H 0.86166 -2.59488 -1.05023 0.0462 0.1286 0.4982
H 1.57728 3.10531 2.01410 -0.6391 0.2379 -0.0757
H 0.88388 3.62509 0.47142 0.0667 0.8427 -0.7207
H -2.49815 4.07019 1.86557 0.7310 -0.3766 0.0855
H -1.52218 4.33475 0.43041 0.2091 -0.1947 0.0949
H -0.20009 -3.58151 3.15670 0.0002 -0.2140 0.0292
H -1.32421 -2.41387 3.82698 -0.3149 0.1576 0.0596
H -2.83061 -4.87925 0.89560 -0.2589 -0.0343 0.2439
H -1.12661 -5.16275 1.35938 -0.2916 0.5561 -0.2773
H 0.36433 1.03042 1.83196 -0.0684 -0.5530 0.8110
H 1.31191 1.31556 0.39732 -0.3675 -0.0275 -0.3012
H -2.84730 2.27544 0.17301 0.2024 -0.0629 -0.3931
H -2.25518 1.69437 1.68915 -0.3953 -0.6698 0.8699
H 0.40954 -1.49909 2.18951 0.0771 0.0930 -0.0367
H -1.28931 -1.12875 1.72348 0.2280 0.0331 0.2372
H -1.34278 -3.86696 -0.84710 0.7407 -0.3676 -0.3666
H -2.33321 -2.66931 -0.16998 -0.1009 -0.2067 0.4948
```
Forces are in eV/Å.

The HOMO-LUMO gap comes out at 8.5 eV. The HOMO energy comes out at -7.878 eV.

=====

# 2
Below is the molecule C4H7NS3 at a distorted geometry, with properties calculated with ωB97M-V/def2-TZVPD.

XYZ file:
```
15
Properties=species:S:1:pos:R:3:forces:R:3
C -0.58010 0.43804 -2.10826 -1.1170 0.8303 -0.7553
C 0.35269 -0.13838 -1.06983 1.9979 -1.7172 0.4189
C -1.80917 -0.88756 0.46195 -1.5311 -0.1094 0.0044
C 1.06421 0.76275 -0.10029 0.4059 0.3221 0.9726
H -1.08254 -0.33681 -2.73823 0.7063 0.4274 0.5510
H -1.39874 1.01606 -1.67379 -0.1042 -0.2209 0.3829
H -0.14538 1.21941 -2.78315 0.3442 -0.9828 0.5399
H 1.21090 -0.66063 -1.57093 -0.8253 0.2604 0.1622
H -1.86333 0.16587 0.43013 0.5303 1.3159 -0.1307
H 0.45613 1.17313 0.74265 0.1596 0.3165 -0.8232
H 4.15542 2.09769 0.57589 -0.0516 -0.0202 0.0720
N 2.34535 0.92553 -0.10989 -1.7438 0.3998 -1.1481
S -0.33712 -1.56493 -0.02267 0.4396 0.0927 -0.9383
S -3.24970 -1.52512 0.85287 0.4335 -0.6375 0.1949
S 2.84209 2.32739 0.71263 0.3557 -0.2772 0.4969
```
Forces are in eV/Å.

The HOMO-LUMO gap comes out at 8.4 eV. The value obtained for the energy above the lowest of the compared OMol25 structures with the same formula, charge and spin is 184.0 kJ/mol. The HOMO energy comes out at -8.743 eV.

=====

# 3
Below is the ion C4H7N2O with charge +1 at a distorted geometry, with properties calculated with ωB97M-V/def2-TZVPD.

XYZ file:
```
14
Properties=species:S:1:pos:R:3:forces:R:3
C 0.50253 0.91080 3.31723 0.2525 -0.3724 -0.7313
C 0.20544 -0.38973 1.17302 0.8676 0.3478 -0.3331
C 0.00468 -0.99576 -1.15235 2.3078 -8.3571 2.8478
C -0.73081 -0.62204 -2.36721 -1.3051 0.4182 -0.0898
N 0.55086 0.29762 2.21254 -1.1660 0.9258 -0.1375
N -0.07078 -0.03948 -0.11793 -0.0403 1.3966 0.5349
O 0.51334 -2.23902 -0.83720 -2.9158 7.9685 -2.0126
H -0.34896 1.17420 3.93397 -0.8288 -0.4604 -0.5766
H 1.39898 1.25793 3.78639 0.9436 0.0138 -0.1725
H 0.36451 -1.44719 1.28402 -0.1602 -0.6632 -0.1224
H -1.25271 -1.52742 -2.79714 0.1372 1.0694 0.8882
H -0.07305 -0.36226 -3.18222 0.4253 0.5142 -0.1401
H -1.40403 0.27744 -2.05459 0.8017 -1.7727 -1.2535
H -0.39918 0.89386 -0.47538 0.6806 -1.0285 1.2986
```
Forces are in eV/Å.

The HOMO-LUMO gap comes out at 9.6 eV. The value obtained for the energy above the lowest of the compared OMol25 structures with the same formula, charge and spin is 278.8 kJ/mol. As for the total charge: +1. The HOMO energy comes out at -14.530 eV.

=====

LUMO (computed, eV): 0.608; -0.349; -4.972